Density functional theory data (ωB97M-V with the def2-TZVPD basis set) for a single C22H26N4O4S molecule.

Calculated values
2S+1 ... 1
SMILES string ... COc1ccc(N(CC(=O)Nc2ccc(C)c(C)c2)S(=O)(=O)c2c(C)n[nH]c2C)cc1

```
57
Properties=species:S:1:pos:R:3:forces:R:3
C 5.221208 1.861750 -3.161475 0.1 0.2 0.0
O 4.338300 0.786560 -3.370408 -0.3 -0.3 0.0
C 3.499616 0.431834 -2.355330 -0.1 0.0 0.1
C 3.455202 1.032229 -1.104374 0.2 0.1 -0.4
C 2.558872 0.592888 -0.143647 -0.3 -0.3 0.2
C 1.692897 -0.463218 -0.403941 0.6 0.2 -0.6
N 0.795449 -0.951959 0.560051 -1.1 -0.5 0.0
C 0.893741 -0.500505 1.930682 -0.1 0.1 0.4
C 0.457960 0.961550 2.149848 0.2 -0.4 0.0
O 1.183123 1.759690 2.708189 0.1 0.1 0.1
N -0.776777 1.200239 1.667680 -0.3 -0.1 -0.2
C -1.489867 2.405383 1.620393 0.0 0.4 0.1
C -1.016644 3.594686 2.157988 0.2 -0.1 0.1
C -1.796210 4.733323 2.064715 -0.2 -0.1 -0.1
C -3.039183 4.722809 1.449073 0.1 0.0 0.0
C -3.858435 5.974839 1.368752 0.0 -0.1 0.0
C -3.512764 3.524267 0.903704 0.1 -0.1 0.1
C -4.847760 3.468118 0.225792 0.1 0.0 0.0
C -2.733843 2.383705 0.996364 0.1 0.1 0.1
S -0.687093 -1.558720 0.045935 0.2 -0.6 -0.1
O -1.190843 -0.785710 -1.049657 0.3 -0.2 -0.1
O -1.511987 -1.635066 1.225687 0.2 0.0 0.2
C -0.350862 -3.209655 -0.466628 0.0 0.3 0.3
C -0.611463 -3.860557 -1.698163 0.1 0.0 0.2
C -1.211199 -3.279700 -2.925040 0.0 -0.1 -0.1
N -0.234917 -5.121404 -1.616783 -0.2 -0.2 -0.8
N 0.247438 -5.297939 -0.383266 0.0 0.6 0.4
C 0.196361 -4.176527 0.360051 0.0 -0.1 0.0
C 0.652707 -4.090444 1.765165 0.1 0.0 0.1
C 1.747297 -1.070539 -1.657637 0.2 0.2 -0.1
C 2.629257 -0.626156 -2.617753 0.1 0.1 0.0
H 5.775729 1.972376 -4.092072 0.0 0.0 0.1
H 5.922050 1.654718 -2.346040 0.0 0.0 0.0
H 4.681575 2.790262 -2.949551 0.0 0.0 0.0
H 4.106560 1.854670 -0.855471 0.1 0.1 0.0
H 2.549937 1.096703 0.807873 0.0 0.1 0.2
H 1.923274 -0.615278 2.281265 -0.1 0.1 -0.1
H 0.234610 -1.138443 2.522854 0.2 0.1 0.1
H -1.278461 0.405737 1.286988 0.1 0.2 0.3
H -0.055255 3.623999 2.641568 0.0 0.0 0.0
H -1.424347 5.656321 2.486249 0.0 0.1 0.0
H -3.344086 6.802098 1.850953 0.0 0.1 0.0
H -4.823236 5.835584 1.855724 -0.1 0.1 0.0
H -4.048729 6.243927 0.329995 -0.1 0.1 -0.1
H -5.045934 2.467688 -0.149173 -0.1 0.0 0.0
H -4.882617 4.165607 -0.610396 -0.1 0.0 -0.1
H -5.641769 3.743560 0.919451 -0.1 0.0 0.0
H -3.087664 1.453895 0.572211 -0.1 -0.1 -0.1
H -2.137727 -3.798473 -3.163075 -0.1 0.0 0.0
H -0.533886 -3.406687 -3.767475 0.0 0.0 -0.1
H -1.415273 -2.224258 -2.770798 0.0 0.0 -0.1
H 0.588707 -6.206362 -0.108915 0.0 0.1 0.0
H -0.095309 -3.561928 2.352753 0.0 0.0 0.1
H 1.588709 -3.535934 1.826836 0.1 0.0 0.0
H 0.803557 -5.083680 2.181952 0.0 0.0 0.1
H 1.090067 -1.890389 -1.886505 0.1 -0.1 -0.1
H 2.664895 -1.093003 -3.588948 0.0 -0.1 -0.1
```
Positions in Å, forces in eV/Å.

Density functional theory data (ωB97M-V with the def2-TZVPD basis set) for a molecular structure, C6H14NO.

Calculated values
Net charge ... -1
2S+1 ... 1

```
22
Properties=species:S:1:pos:R:3:forces:R:3
C -0.254867 1.315369 0.060146 -0.4 -1.1 -0.6
C -0.813053 1.106941 1.455719 1.7 0.6 0.3
C -0.231568 -0.046148 -0.758185 1.5 3.4 -1.1
N -1.669676 -0.288971 -1.255833 1.0 -1.4 1.0
C -1.906963 -2.672814 -0.907758 0.6 -0.5 1.1
C -1.225538 -1.477354 -1.515870 -3.5 -0.3 -1.1
C 2.983968 0.481701 1.137771 -1.7 1.4 -0.9
O 2.445871 1.744890 1.251488 0.5 -0.3 0.4
H -0.871342 1.999520 -0.533261 0.3 0.0 0.0
H 0.820992 1.582190 0.097264 -0.4 0.3 0.5
H -1.895612 1.088665 1.544399 0.0 -0.7 -0.1
H -0.435048 1.893912 2.118059 -0.2 0.3 -0.2
H -0.194067 0.267392 1.814332 -1.0 -0.3 0.3
H 0.374734 -0.753117 -0.168298 -0.7 -0.2 0.1
H 0.408987 0.249301 -1.608983 -0.1 -0.5 0.0
H 2.988355 -0.099928 2.088982 0.8 0.0 -0.1
H -1.413977 -3.633579 -1.099534 -0.3 0.1 -0.4
H -2.971081 -2.668610 -1.124647 -0.1 -0.1 -0.4
H -1.866707 -2.554325 0.181965 0.0 0.1 -0.1
H -0.685304 -1.708447 -2.450768 1.4 0.2 0.6
H 2.298725 -0.115467 0.485022 0.0 -0.7 -0.1
H 3.914399 0.502453 0.526049 0.4 -0.5 0.7
```
Positions in Å, forces in eV/Å.

Density functional theory data (ωB97M-V with the def2-TZVPD basis set) for a single C3H2S molecule.

Calculated values
2S+1 ... 1
SMILES string ... C#CC=S

```
6
Properties=species:S:1:pos:R:3:forces:R:3
C 1.489876 -0.537811 -0.047721 4.8 -0.1 1.3
C 0.381322 -0.093842 -0.126406 -2.1 0.4 0.7
C -1.002296 0.363754 0.020465 1.5 0.1 -1.3
S -2.339156 -0.480803 -0.032823 -0.9 -1.4 0.2
H 2.681444 -0.661596 0.234505 -4.1 0.1 -1.2
H -1.211188 1.410299 -0.048021 0.8 0.9 0.4
```
Positions in Å, forces in eV/Å.

Density functional theory data (ωB97M-V with the def2-TZVPD basis set) for 2 unconnected molecules or ions with the total composition C9H9F3NO.

Calculated values
Net charge ... +1
2S+1 ... 1

```
23
Properties=species:S:1:pos:R:3:forces:R:3
C 0.855977 -0.952553 -1.756142 -0.1 0.0 -1.7
C -0.392512 0.755033 -0.667156 -1.0 1.3 3.7
C -0.385627 0.734776 -3.031118 -0.5 0.5 -2.0
C 0.392896 -0.364113 -0.564744 0.9 -0.7 -2.7
C 0.368268 -0.468856 -2.977572 -0.8 2.5 1.3
C -0.674312 1.372617 -1.854285 -0.8 -0.1 0.2
C -1.906817 1.180844 2.706723 -2.4 -0.1 0.2
C 2.129591 -1.723080 0.863009 -3.5 1.6 2.5
C 0.856785 -0.875488 0.671695 -0.4 1.5 1.8
N 0.245911 -0.462528 1.757852 0.7 -1.9 1.8
O -2.870285 2.013351 2.987739 0.9 -1.5 -0.2
F 0.677388 -0.920049 -4.160159 0.7 -1.3 -0.6
F -1.348557 2.533107 -1.819713 0.3 -0.5 -0.2
F -2.546046 0.009949 2.379107 0.4 1.4 0.3
H 1.625699 -1.705808 -1.845836 -0.2 -0.3 0.4
H -0.761303 1.178692 0.343254 0.5 -0.2 -2.1
H -0.760990 1.228049 -4.031644 1.0 -1.3 2.0
H 1.887144 -2.591502 0.321574 0.9 -1.5 -0.5
H 2.223815 -1.785711 1.977505 0.0 -0.9 -1.0
H 2.916673 -1.083822 0.638110 1.7 0.6 -1.4
H 0.600734 -1.015113 2.539307 -0.1 0.6 0.2
H -2.555500 2.835262 3.382398 0.4 0.3 -0.1
H -0.578930 0.106941 2.140096 1.2 -0.1 -1.7
```
Positions in Å, forces in eV/Å.

Number 1: strongest force on any atom 1.267 eV Å⁻¹, gap between HOMO and LUMO 8.5836 eV. Number 2: strongest force on any atom 3.869 eV Å⁻¹, gap between HOMO and LUMO 5.7068 eV. Number 3: strongest force on any atom 4.946 eV Å⁻¹, gap between HOMO and LUMO 8.1667 eV. Number 4: strongest force on any atom 4.536 eV Å⁻¹, gap between HOMO and LUMO 8.4805 eV.